No. 1
{"formula": "C16H46N2O10", "method": "wB97M-V/def2-TZVPD", "homo_lumo_gap_ev": 10.0, "lumo_energy_ev": 0.42, "energy_ev": -40786.096, "relative_energy_ev": 4.1237, "homo_ev": -9.567, "smiles": "COC[C@H](C)N.COC[C@H](C)N.OCCO.OCCO.OCCO.OCCO", "symbols": ["C", "C", "C", "O", "C", "N", "H", "H", "H", "H", "H", "H", "H", "H", "H", "H", "H", "C", "C", "C", "O", "C", "N", "H", "H", "H", "H", "H", "H", "H", "H", "H", "H", "H", "C", "C", "O", "O", "H", "H", "H", "H", "H", "H", "C", "C", "O", "O", "H", "H", "H", "H", "H", "H", "C", "C", "O", "O", "H", "H", "H", "H", "H", "H", "C", "C", "O", "O", "H", "H", "H", "H", "H", "H"], "coordinates": [[9.719, -3.548, 2.399], [10.105, -2.682, 1.096], [9.085, -1.702, 0.566], [7.811, -2.203, 0.134], [6.854, -1.106, -0.183], [11.348, -1.998, 1.331], [10.326, -4.453, 2.422], [8.745, -4.036, 2.346], [9.726, -3.144, 3.411], [10.259, -3.394, 0.285], [9.572, -1.327, -0.334], [8.823, -0.971, 1.332], [6.926, -0.283, 0.528], [5.837, -1.477, -0.057], [6.970, -0.615, -1.149], [11.101, -1.024, 1.439], [11.630, -1.977, 0.361], [-5.607, 2.417, -3.076], [-6.330, 3.219, -2.038], [-6.181, 2.608, -0.674], [-7.110, 1.548, -0.632], [-7.608, 1.280, 0.682], [-5.657, 4.492, -2.130], [-4.545, 2.594, -3.247], [-6.154, 2.730, -3.965], [-5.834, 1.356, -2.973], [-7.382, 3.294, -2.316], [-6.441, 3.377, 0.053], [-5.188, 2.287, -0.359], [-7.675, 0.212, 0.887], [-8.623, 1.677, 0.706], [-7.066, 1.713, 1.524], [-6.213, 5.055, -1.502], [-5.800, 4.770, -3.090], [1.027, -5.001, 0.550], [0.174, -6.227, 0.344], [0.582, -7.206, 1.363], [1.396, -4.237, -0.572], [1.949, -5.327, 1.031], [0.586, -4.351, 1.306], [0.278, -6.685, -0.640], [-0.869, -5.913, 0.341], [0.072, -8.015, 1.279], [1.777, -4.831, -1.223], [-5.434, -4.739, 0.640], [-4.701, -3.327, 0.421], [-4.371, -2.743, -0.839], [-6.864, -4.505, 0.429], [-5.277, -5.166, 1.631], [-5.182, -5.521, -0.076], [-3.741, -3.381, 0.933], [-5.344, -2.639, 0.970], [-5.152, -2.601, -1.378], [-7.117, -3.723, 0.925], [0.629, 1.363, -0.498], [-0.856, 1.327, -0.046], [-1.350, 0.149, 0.589], [0.766, 0.525, -1.586], [1.369, 1.330, 0.303], [0.900, 2.370, -0.817], [-1.602, 1.684, -0.756], [-0.831, 2.095, 0.727], [-2.033, -0.257, 0.050], [0.791, -0.397, -1.320], [0.108, 8.316, -0.163], [-0.078, 6.871, 0.331], [1.197, 6.282, 0.490], [0.622, 9.343, 0.702], [-0.869, 8.618, -0.540], [0.840, 8.439, -0.961], [-0.466, 6.175, -0.413], [-0.769, 6.668, 1.149], [1.495, 6.469, 1.384], [0.926, 10.078, 0.165]], "mulliken_charge": [-1.369, 0.442, -0.700, -0.346, -0.712, -0.721, 0.334, 0.351, 0.316, 0.288, 0.252, 0.372, 0.310, 0.262, 0.295, 0.301, 0.326, -1.494, 0.578, -0.620, -0.329, -0.743, -0.706, 0.369, 0.387, 0.355, 0.209, 0.366, 0.271, 0.198, 0.292, 0.348, 0.246, 0.276, -0.392, -0.229, -0.518, -0.498, 0.278, 0.307, 0.314, 0.161, 0.283, 0.295, -0.285, -0.362, -0.497, -0.523, 0.281, 0.268, 0.301, 0.261, 0.273, 0.283, -0.398, -0.195, -0.519, -0.520, 0.303, 0.270, 0.242, 0.209, 0.295, 0.307, -0.251, -0.428, -0.520, -0.534, 0.249, 0.273, 0.251, 0.336, 0.296, 0.328]}



No. 2
{"formula": "C11H18O2", "method": "wB97M-V/def2-TZVPD", "homo_lumo_gap_ev": 10.3, "lumo_energy_ev": 0.94, "energy_ev": -15788.360, "relative_energy_ev": 3.5344, "homo_ev": -9.410, "smiles": "C1=C[C@H](CC2CCCCC2)OOC1", "symbols": ["C", "C", "C", "C", "C", "C", "C", "C", "C", "C", "C", "H", "H", "H", "H", "H", "H", "H", "H", "H", "H", "H", "H", "H", "H", "H", "H", "H", "H", "O", "O"], "coordinates": [[-0.776, 0.894, -0.310], [0.521, 0.173, 0.165], [1.528, 1.222, 0.533], [3.091, 0.928, 0.393], [3.456, -0.530, 0.223], [2.609, -1.093, -0.818], [1.104, -0.633, -0.999], [-1.901, 0.016, -0.759], [-4.485, -0.215, 0.424], [-3.279, -0.825, 1.069], [-2.109, -0.938, 0.382], [-0.464, 1.631, -0.993], [-1.174, 1.395, 0.504], [0.351, -0.449, 1.149], [1.269, 1.511, 1.601], [1.368, 2.261, 0.142], [3.740, 1.307, 1.189], [3.505, 1.622, -0.341], [3.101, -0.943, 1.157], [4.537, -0.769, 0.186], [3.030, -0.739, -1.806], [2.860, -2.137, -0.662], [0.485, -1.479, -1.091], [1.123, 0.053, -1.938], [-1.806, -0.499, -1.696], [-4.824, 0.616, 1.045], [-5.290, -0.857, 0.146], [-3.338, -1.349, 2.034], [-1.302, -1.547, 0.647], [-2.824, 0.981, -0.730], [-4.111, 0.393, -0.845]], "mulliken_charge": [-1.895, 1.131, -1.190, -0.979, -0.565, -0.593, -0.931, 0.553, -0.332, -0.672, -0.532, 0.575, 0.445, 0.332, 0.394, 0.300, 0.362, 0.439, 0.263, 0.399, 0.221, 0.308, 0.392, 0.284, 0.351, 0.244, 0.294, 0.367, 0.642, -0.173, -0.434]}